Record 1
{"formula": "C4H9NO2", "method": "ωB97M-V with the def2-TZVPD basis set", "species": ["C", "O", "C", "C", "H", "H", "H", "H", "H", "H", "C", "N", "O", "H", "H", "H"], "positions_angstrom": [[1.325, 1.031, -1.081], [1.475, 0.103, 0.044], [0.481, 0.417, -2.203], [-0.765, 0.947, -2.398], [2.359, 1.319, -1.429], [0.822, 1.910, -0.738], [1.296, 0.616, 0.834], [0.884, -0.379, -2.804], [-1.436, 0.506, -3.188], [-1.157, 1.798, -1.834], [-0.541, -1.096, 1.991], [-1.337, -1.370, 0.883], [-0.706, -0.077, 2.725], [0.311, -1.754, 2.151], [-1.950, -0.571, 0.735], [-0.931, -1.862, 0.083]], "spin_multiplicity": 1, "homo_energy_ev": -10.001, "gap_ev": 10.89}


Record 2
{"formula": "C11H4BrF5NPdSe4Te", "method": "ωB97M-V with the def2-TZVPD basis set", "species": ["Pd", "Se", "Se", "Te", "Se", "F", "C", "C", "F", "C", "F", "C", "Se", "C", "F", "C", "F", "Br", "C", "C", "C", "N", "C", "C", "H", "H", "H", "H"], "positions_angstrom": [[0.744, -1.056, -0.909], [-0.971, -1.574, -2.705], [0.632, -3.219, -2.293], [2.727, -1.678, -2.540], [4.342, -2.715, -1.100], [-2.964, 3.898, -3.876], [-2.274, 3.248, -2.929], [-2.906, 2.804, -1.786], [-4.221, 3.024, -1.630], [-2.186, 2.136, -0.811], [-2.857, 1.728, 0.273], [-0.825, 1.884, -0.930], [0.153, 0.950, 0.409], [-0.220, 2.354, -2.095], [1.088, 2.168, -2.295], [-0.919, 3.020, -3.083], [-0.296, 3.451, -4.188], [0.598, -0.837, 5.738], [0.851, -1.490, 3.975], [-0.231, -1.959, 3.255], [0.013, -2.417, 1.969], [1.221, -2.436, 1.412], [2.246, -1.973, 2.122], [2.114, -1.486, 3.416], [-1.230, -1.950, 3.665], [-0.805, -2.774, 1.353], [3.210, -1.988, 1.626], [2.969, -1.111, 3.959]], "charge": -1, "spin_multiplicity": 3, "homo_energy_ev": [-3.998, -4.668], "gap_ev": [6.18, 5.90], "s2": 2.028}


Record 3
{"formula": "C5H5Cl2N", "method": "ωB97M-V with the def2-TZVPD basis set", "species": ["C", "C", "C", "C", "C", "H", "H", "H", "H", "H", "N", "Cl", "Cl"], "positions_angstrom": [[-1.884, -0.100, 0.458], [-0.458, 0.086, 0.099], [0.219, 1.211, -0.319], [1.586, 0.876, -0.476], [1.703, -0.458, -0.155], [-2.401, 0.803, 0.263], [-2.044, -0.401, 1.510], [-0.225, 2.192, -0.519], [2.402, 1.493, -0.810], [0.252, -1.874, 0.403], [0.469, -0.936, 0.205], [-2.681, -1.407, -0.500], [3.060, -1.484, -0.158]], "spin_multiplicity": 1, "homo_energy_ev": -8.388, "gap_ev": 9.21}


Record 4
{"formula": "C33H44BrCdN4O3SSi", "method": "ωB97M-V with the def2-TZVPD basis set", "species": ["Cd", "C", "C", "C", "C", "N", "C", "C", "C", "C", "C", "C", "N", "C", "C", "C", "C", "C", "N", "H", "H", "H", "H", "H", "H", "H", "H", "H", "H", "H", "C", "C", "C", "C", "C", "Br", "N", "C", "H", "H", "H", "H", "H", "H", "C", "C", "C", "C", "O", "Si", "S", "O", "C", "C", "C", "C", "O", "C", "C", "C", "C", "H", "H", "H", "H", "H", "H", "H", "H", "H", "H", "H", "H", "H", "H", "H", "H", "H", "H", "H", "H", "H", "H", "H", "H", "H", "H", "H"], "positions_angstrom": [[0.817, -0.267, 0.352], [-0.590, 3.609, 2.506], [-1.974, 3.576, 2.484], [-2.616, 2.431, 2.040], [-1.851, 1.350, 1.617], [-0.519, 1.406, 1.608], [0.100, 2.497, 2.050], [-2.443, 0.067, 1.153], [-3.812, -0.177, 1.166], [-4.275, -1.377, 0.656], [-3.373, -2.310, 0.178], [-2.014, -2.025, 0.267], [-1.583, -0.856, 0.730], [-0.958, -3.004, -0.096], [-1.248, -4.329, -0.397], [-0.210, -5.210, -0.654], [1.093, -4.753, -0.580], [1.305, -3.416, -0.282], [0.306, -2.566, -0.063], [-0.052, 4.475, 2.867], [-2.551, 4.430, 2.809], [-3.695, 2.395, 2.018], [1.184, 2.453, 2.044], [-4.507, 0.546, 1.564], [-5.336, -1.591, 0.639], [-3.732, -3.235, -0.247], [-2.268, -4.682, -0.416], [-0.426, -6.243, -0.892], [1.928, -5.419, -0.740], [2.300, -2.997, -0.208], [3.489, 4.464, -1.699], [2.192, 3.710, -1.663], [0.997, 4.313, -2.041], [-0.173, 3.573, -2.101], [-0.091, 2.237, -1.768], [-1.604, 1.119, -2.011], [1.010, 1.649, -1.328], [2.132, 2.375, -1.275], [3.321, 5.514, -1.929], [4.137, 4.046, -2.471], [4.021, 4.392, -0.751], [0.983, 5.362, -2.306], [-1.112, 4.014, -2.402], [3.006, 1.848, -0.903], [6.395, -1.495, -1.435], [4.916, -1.826, -1.640], [4.771, -3.346, -1.740], [4.395, -1.157, -2.909], [4.069, -1.359, -0.555], [4.499, -0.442, 0.739], [2.718, 0.175, 1.732], [5.501, -1.190, 1.765], [5.390, -2.198, 2.783], [4.212, -3.130, 2.515], [5.226, -1.490, 4.125], [6.700, -2.976, 2.752], [5.269, 0.846, 0.121], [6.072, 1.906, 0.660], [5.258, 2.704, 1.677], [7.326, 1.345, 1.322], [6.451, 2.768, -0.542], [6.984, -1.963, -2.223], [6.737, -1.869, -0.469], [6.557, -0.421, -1.467], [5.493, -3.732, -2.458], [3.775, -3.623, -2.082], [4.962, -3.804, -0.768], [4.949, -1.508, -3.779], [4.510, -0.075, -2.823], [3.335, -1.386, -3.041], [3.273, -2.581, 2.575], [4.196, -3.938, 3.246], [4.298, -3.567, 1.516], [4.335, -0.860, 4.106], [6.096, -0.863, 4.322], [5.133, -2.219, 4.930], [6.835, -3.460, 1.783], [6.707, -3.739, 3.530], [7.536, -2.296, 2.923], [5.028, 2.080, 2.542], [4.311, 3.024, 1.240], [5.822, 3.576, 2.009], [7.050, 0.703, 2.157], [7.946, 2.162, 1.692], [7.905, 0.757, 0.609], [5.549, 3.081, -1.067], [7.059, 2.186, -1.235], [7.014, 3.646, -0.227]], "charge": 1, "spin_multiplicity": 1, "homo_energy_ev": -10.656, "gap_ev": 7.57}


Record 5
{"formula": "CH8N3", "method": "ωB97M-V with the def2-TZVPD basis set", "species": ["C", "N", "N", "N", "H", "H", "H", "H", "H", "H", "H", "H"], "positions_angstrom": [[0.497, 0.724, -0.251], [1.411, -0.503, 0.184], [-0.749, 0.355, 0.344], [-1.531, -0.567, -0.361], [0.448, 0.765, -1.428], [1.032, 1.585, 0.161], [1.764, -1.071, -0.665], [0.624, -0.934, 0.529], [-1.401, 1.363, 1.113], [-2.407, -0.148, -0.836], [2.180, -0.278, 0.919], [-1.869, -1.291, 0.292]], "charge": 1, "spin_multiplicity": 1, "homo_energy_ev": -14.402, "gap_ev": 10.71}


Record 6
{"formula": "C58H41Br2F4N3NiOP3", "method": "ωB97M-V with the def2-TZVPD basis set", "species": ["Ni", "Br", "C", "C", "C", "C", "C", "C", "N", "N", "C", "C", "C", "C", "O", "C", "N", "C", "C", "C", "C", "H", "H", "H", "H", "H", "H", "H", "H", "H", "F", "C", "C", "F", "C", "F", "C", "P", "C", "C", "C", "C", "C", "C", "C", "C", "C", "C", "C", "C", "C", "Br", "C", "F", "H", "H", "H", "H", "H", "H", "H", "H", "H", "H", "C", "P", "C", "C", "C", "C", "C", "C", "C", "C", "C", "C", "C", "C", "P", "C", "C", "C", "C", "C", "C", "C", "C", "C", "C", "C", "C", "H", "H", "H", "H", "H", "H", "H", "H", "H", "H", "H", "H", "H", "H", "H", "H", "H", "H", "H", "H", "H", "H"], "positions_angstrom": [[-1.889, -21.997, 3.774], [4.706, -19.704, -2.847], [5.054, -20.822, -1.335], [5.119, -22.181, -1.662], [4.790, -23.104, -0.711], [4.446, -22.654, 0.586], [4.696, -21.316, 0.961], [4.975, -20.357, 0.013], [3.785, -23.461, 1.441], [3.050, -24.360, 0.756], [1.805, -24.599, 1.080], [0.969, -25.153, 0.024], [-0.335, -24.882, 0.051], [-0.930, -24.014, 1.092], [-1.979, -23.396, 0.821], [-0.153, -23.905, 2.386], [-0.791, -23.700, 3.588], [-0.124, -23.831, 4.731], [1.209, -24.218, 4.804], [1.901, -24.363, 3.606], [1.237, -24.171, 2.373], [5.342, -22.463, -2.700], [4.625, -24.176, -0.893], [4.480, -21.048, 2.016], [5.127, -19.333, 0.259], [1.513, -25.764, -0.644], [-0.924, -25.149, -0.788], [-0.682, -23.719, 5.681], [1.704, -24.372, 5.762], [2.975, -24.530, 3.658], [-4.634, -15.149, 4.458], [-3.856, -16.233, 4.407], [-2.683, -16.189, 3.686], [-2.280, -15.082, 3.022], [-1.813, -17.285, 3.616], [-0.617, -17.082, 2.988], [-2.142, -18.455, 4.257], [-1.152, -20.015, 4.125], [0.246, -19.382, 5.125], [1.217, -18.535, 4.664], [2.096, -17.936, 5.582], [1.938, -18.062, 6.956], [1.016, -19.016, 7.366], [0.230, -19.737, 6.443], [-0.399, -20.100, 2.449], [-0.924, -19.462, 1.332], [-0.224, -19.488, 0.116], [0.983, -20.159, 0.009], [1.542, -20.714, 1.169], [0.870, -20.664, 2.377], [-3.209, -18.451, 5.138], [-3.381, -19.709, 6.559], [-4.074, -17.346, 5.195], [-5.126, -17.405, 6.013], [1.234, -18.236, 3.592], [2.930, -17.360, 5.174], [2.577, -17.504, 7.612], [0.937, -19.239, 8.442], [-0.356, -20.587, 6.786], [-1.903, -18.888, 1.436], [-0.574, -18.927, -0.723], [1.517, -20.303, -0.947], [2.496, -21.200, 1.114], [1.379, -21.094, 3.225], [-4.001, -24.504, 3.025], [-3.960, -22.664, 3.462], [-4.768, -21.554, 2.346], [-5.384, -20.397, 2.851], [-6.065, -19.588, 1.926], [-6.078, -19.906, 0.587], [-5.461, -21.080, 0.091], [-4.711, -21.796, 0.991], [-5.009, -22.770, 4.923], [-6.345, -22.473, 4.841], [-7.165, -22.584, 5.953], [-6.656, -23.032, 7.173], [-5.264, -23.329, 7.225], [-4.472, -23.260, 6.110], [-4.253, -25.336, 1.369], [-4.432, -27.067, 1.990], [-3.378, -27.504, 2.774], [-3.324, -28.830, 3.246], [-4.215, -29.771, 2.778], [-5.222, -29.356, 1.926], [-5.337, -28.027, 1.562], [-6.036, -25.069, 0.993], [-6.339, -24.759, -0.343], [-7.654, -24.719, -0.772], [-8.708, -24.967, 0.163], [-8.395, -25.229, 1.513], [-7.064, -25.198, 1.930], [-4.638, -25.031, 3.748], [-2.932, -24.704, 3.170], [-5.409, -20.142, 3.908], [-6.428, -18.600, 2.243], [-6.484, -19.243, -0.138], [-5.431, -21.365, -0.946], [-4.040, -22.561, 0.635], [-6.775, -22.152, 3.941], [-8.205, -22.316, 5.846], [-7.322, -23.214, 8.028], [-4.894, -23.668, 8.205], [-3.434, -23.503, 6.126], [-2.598, -26.777, 3.120], [-2.476, -29.114, 3.850], [-4.144, -30.813, 3.126], [-6.006, -30.066, 1.606], [-6.118, -27.769, 0.856], [-5.572, -24.669, -1.056], [-7.862, -24.553, -1.841], [-9.751, -25.021, -0.206], [-9.166, -25.462, 2.265], [-6.735, -25.454, 2.977]], "charge": 1, "spin_multiplicity": 3, "homo_energy_ev": [-10.154, -10.233], "gap_ev": [6.49, 5.84], "s2": 2.072}


Calculated energy above the lowest of the compared OMol25 structures with the same formula, charge and spin in order - 2.2505 0.2825 0.0000 0.0000 4.7671 0.0000 eV
Calculated E in order - -9877.8102 -368752.6099 -31801.0948 -140361.0462 -5626.8929 -287183.3625 eV